(1)
ORCA calculation (the ωB97M-V functional and the def2-TZVPD basis) on CHNO2S as an isolated structure at a distorted geometry.

Output
ΔE to the lowest compared entry with this formula, charge and spin (eV): 5.599
E_HOMO (alpha / beta) (eV): -8.030 / -10.884
Frontier orbital gap (alpha / beta) (eV): 7.59 / 7.37
2S+1: 3

Geometry (Å):
C1 0.226 -0.536 0.306
N1 -0.340 0.644 -0.236
O1 0.525 1.302 -0.818
O2 -1.516 0.848 -0.292
S1 0.569 -1.828 -0.596
H1 0.534 -0.431 1.636

***

(2)
ORCA calculation (the ωB97M-V functional and the def2-TZVPD basis) on a 9-piece molecular cluster, C18H41F6N7O9P overall at a distorted geometry.

Output
ΔE to the lowest compared entry with this formula, charge and spin (eV): 0.000
E_HOMO (eV): -7.019
Frontier orbital gap (eV): 9.12
Total charge: -1

Geometry (Å):
P1 -19.433 -11.721 23.961
F1 -20.179 -13.163 23.577
F2 -18.311 -11.846 22.695
F3 -20.266 -10.893 22.799
F4 -18.666 -10.344 24.387
F5 -20.599 -11.437 25.070
F6 -18.492 -12.592 25.036
O1 -18.296 -17.422 26.605
C1 -18.358 -17.245 25.404
N1 -18.307 -18.314 24.582
C2 -18.570 -15.844 24.814
H1 -18.680 -18.214 23.648
H2 -18.314 -19.175 25.110
H3 -18.425 -15.242 25.711
H4 -19.604 -15.715 24.494
H5 -17.754 -15.603 24.133
O2 -19.473 -12.738 18.360
C3 -19.601 -12.889 19.607
N2 -20.396 -12.128 20.355
C4 -18.459 -13.669 20.287
H6 -20.875 -11.400 19.844
H7 -20.193 -11.990 21.335
H8 -18.351 -14.664 19.855
H9 -18.601 -13.773 21.363
H10 -17.561 -13.099 20.052
O3 -23.428 -14.777 26.875
C5 -22.401 -14.177 26.712
N3 -22.244 -13.577 25.471
C6 -21.500 -13.918 27.883
H11 -21.457 -12.987 25.239
H12 -22.913 -13.851 24.766
H13 -20.712 -14.624 28.146
H14 -22.102 -13.906 28.792
H15 -20.994 -12.958 27.781
O4 -20.210 -7.961 26.058
C7 -19.380 -7.925 26.961
N4 -19.516 -7.236 28.120
C8 -17.955 -8.584 26.867
H16 -20.234 -6.531 28.210
H17 -18.747 -7.259 28.775
H18 -17.451 -8.346 27.804
H19 -17.464 -8.251 25.953
H20 -18.173 -9.640 26.705
O5 -24.842 -11.826 21.455
C9 -24.744 -10.658 21.765
N5 -23.620 -10.031 22.206
C10 -25.942 -9.651 21.617
H21 -22.698 -10.441 22.167
H22 -23.606 -9.139 22.679
H23 -26.074 -9.031 20.731
H24 -26.004 -9.019 22.503
H25 -26.939 -10.070 21.480
O6 -13.841 -11.671 22.986
C11 -14.945 -11.151 23.091
N6 -15.745 -11.537 24.062
C12 -15.481 -10.104 22.207
H26 -16.687 -11.366 23.741
H27 -15.613 -12.214 24.799
H28 -16.127 -9.356 22.667
H29 -16.202 -10.727 21.678
H30 -14.637 -9.650 21.688
O7 -20.175 -5.572 22.637
C13 -20.137 -6.810 22.564
N7 -21.053 -7.536 23.001
C14 -18.865 -7.585 22.308
H31 -20.714 -8.414 23.368
H32 -21.994 -7.246 23.226
H33 -18.583 -7.784 21.274
H34 -18.841 -8.588 22.733
H35 -18.057 -6.932 22.639
O8 -24.008 -8.320 24.453
C15 -24.130 -8.963 25.457
O9 -25.331 -9.249 25.914
C16 -25.290 -10.133 27.014
C17 -23.823 -10.436 27.169
C18 -23.064 -9.438 26.428
H36 -25.802 -11.076 26.819
H37 -25.748 -9.604 27.850
H38 -23.782 -11.422 26.705
H39 -23.492 -10.607 28.193
H40 -22.128 -9.842 26.042
H41 -22.751 -8.585 27.030

***

(3)
ORCA calculation (the ωB97M-V functional and the def2-TZVPD basis) on a 2-piece molecular cluster, C5H8N2 overall at a distorted geometry.

Output
ΔE to the lowest compared entry with this formula, charge and spin (eV): 4.472
E_HOMO (alpha / beta) (eV): -3.966 / -10.517
Frontier orbital gap (alpha / beta) (eV): 4.96 / 9.65
2S+1: 3

Geometry (Å):
C1 -0.844 -0.413 0.012
C2 2.474 -0.243 0.738
C3 -0.406 0.793 0.029
C4 -1.220 -1.772 -0.473
C5 0.155 2.166 -0.372
N1 -0.579 0.089 1.441
N2 1.987 -0.592 -0.262
H1 2.953 0.290 1.481
H2 0.382 -0.245 1.654
H3 -1.236 -1.837 -1.640
H4 -2.216 -1.995 -0.007
H5 -0.473 -2.382 0.030
H6 -0.608 2.837 0.069
H7 0.285 2.036 -1.470
H8 1.105 1.986 0.170

***

(4)
ORCA calculation (the ωB97M-V functional and the def2-TZVPD basis) on CH14N2O6Zn as an isolated structure.

Output
ΔE to the lowest compared entry with this formula, charge and spin (eV): 0.000
E_HOMO (eV): -17.039
Frontier orbital gap (eV): 10.54
Total charge: +2

Geometry (Å):
Zn1 -0.535 -0.696 -0.111
O1 -1.884 0.485 -1.358
H1 -2.200 1.340 -1.040
H2 -1.961 0.526 -2.319
O2 -1.628 -0.027 1.553
H3 -1.349 -0.350 2.419
H4 -2.333 0.605 1.733
O3 -1.885 -2.264 -0.479
H5 -1.833 -3.129 -0.904
H6 -2.827 -2.055 -0.416
O4 0.491 -1.309 -1.828
H7 1.336 -0.976 -2.157
H8 0.059 -1.731 -2.581
O5 0.533 -2.129 1.049
H9 1.342 -2.582 0.783
H10 0.156 -2.669 1.754
C1 1.544 1.735 0.417
O6 0.844 0.703 0.251
N1 1.159 2.939 -0.051
N2 2.718 1.647 1.069
H11 0.300 2.966 -0.568
H12 1.602 3.803 0.212
H13 3.349 2.425 1.165
H14 3.000 0.744 1.405

***

(5)
ORCA calculation (the ωB97M-V functional and the def2-TZVPD basis) on one molecule with the formula C3H8N4S at a distorted geometry.

Output
ΔE to the lowest compared entry with this formula, charge and spin (eV): 2.734
E_HOMO (eV): -8.217
Frontier orbital gap (eV): 8.71

Geometry (Å):
C1 -0.831 -0.817 1.143
N1 -0.930 0.551 0.567
N2 -2.311 1.020 0.715
C2 -0.144 0.884 -0.543
N3 1.034 0.539 -0.930
C3 1.893 -0.117 -0.019
N4 2.828 -0.932 -0.425
S1 2.585 -1.485 -2.032
H1 -0.020 -1.311 0.574
H2 -1.625 -1.478 1.007
H3 -0.605 -0.793 2.199
H4 -2.201 2.036 0.608
H5 -2.884 0.653 -0.092
H6 -0.713 1.482 -1.182
H7 2.016 0.186 0.969
H8 1.908 -0.420 -2.559

***

(6)
ORCA calculation (the ωB97M-V functional and the def2-TZVPD basis) on a 2-piece molecular cluster, C4H6Cl4 overall at a distorted geometry.

Output
ΔE to the lowest compared entry with this formula, charge and spin (eV): 2.227
E_HOMO (alpha / beta) (eV): -8.529 / -8.332
Frontier orbital gap (alpha / beta) (eV): 8.26 / 7.86

Geometry (Å):
C1 0.207 0.789 -1.124
C2 -0.100 0.492 0.314
C3 0.966 0.848 1.279
C4 3.698 0.264 -0.941
Cl1 -1.684 1.230 0.912
Cl2 1.513 -0.548 2.228
Cl3 3.422 1.389 0.234
Cl4 3.186 -1.369 -0.617
H1 0.922 0.074 -1.350
H2 0.522 1.855 -1.484
H3 -0.717 0.493 -1.762
H4 -0.336 -0.647 0.323
H5 0.982 1.826 1.760
H6 4.391 0.344 -1.726

***

(7)
ORCA calculation (the ωB97M-V functional and the def2-TZVPD basis) on a 6-piece molecular cluster, C40H40O14S overall.

Output
E_HOMO (eV): -9.736
Frontier orbital gap (eV): 7.88

Geometry (Å):
C1 3.798 -0.606 0.796
C2 2.449 -1.343 0.926
C3 1.832 -1.222 2.338
C4 1.478 -0.890 -0.190
C5 0.969 0.550 0.018
C6 0.359 -1.933 -0.420
O1 -0.960 -1.436 -0.177
C7 -1.882 -2.433 0.186
C8 -3.266 -2.044 -0.315
C9 -3.733 -0.710 0.213
O2 -3.872 -0.752 1.657
S1 -2.621 -1.168 2.533
O3 -3.145 -1.580 3.796
O4 -1.653 -0.114 2.472
C10 -1.979 -2.611 1.711
H1 4.627 -1.316 0.779
H2 3.855 -0.039 -0.134
H3 3.985 0.064 1.637
H4 2.656 -2.405 0.766
H5 0.773 -0.982 2.278
H6 2.308 -0.428 2.916
H7 1.933 -2.166 2.873
H8 2.076 -0.888 -1.104
H9 -0.110 0.624 -0.089
H10 1.225 0.930 1.006
H11 1.420 1.230 -0.708
H12 0.397 -2.277 -1.461
H13 0.536 -2.810 0.215
H14 -1.588 -3.389 -0.265
H15 -3.342 -2.090 -1.400
H16 -3.964 -2.798 0.071
H17 -3.075 0.107 -0.086
H18 -4.725 -0.490 -0.172
H19 -1.019 -2.814 2.182
H20 -2.699 -3.401 1.925
O5 0.979 -4.291 3.033
C11 0.617 -4.791 4.080
C12 0.321 -6.241 4.177
C13 -0.085 -6.782 5.322
C14 -0.257 -5.957 6.547
O6 -0.625 -6.454 7.588
C15 0.038 -4.505 6.444
C16 0.445 -3.964 5.299
H21 0.456 -6.818 3.272
H22 -0.308 -7.836 5.424
H23 -0.102 -3.924 7.346
H24 0.660 -2.907 5.195
O7 -1.597 4.400 -0.099
C17 -1.169 4.353 1.038
C18 -0.557 5.547 1.671
C19 -0.069 5.497 2.907
C20 -0.127 4.246 3.707
O8 0.318 4.202 4.834
C21 -0.745 3.054 3.073
C22 -1.230 3.106 1.835
H25 -0.519 6.446 1.071
H26 0.393 6.353 3.382
H27 -0.780 2.148 3.664
H28 -1.679 2.242 1.362
O9 5.091 0.024 -6.837
C23 4.862 -0.492 -5.765
C24 4.607 -1.951 -5.650
C25 4.354 -2.516 -4.474
C26 4.317 -1.713 -3.225
O10 4.083 -2.229 -2.153
C27 4.573 -0.255 -3.339
C28 4.826 0.311 -4.516
H29 4.640 -2.513 -6.575
H30 4.164 -3.576 -4.362
H31 4.542 0.309 -2.415
H32 5.016 1.371 -4.626
O11 -7.753 -4.336 -5.805
C29 -7.157 -3.550 -5.103
C30 -6.318 -2.473 -5.690
C31 -5.661 -1.613 -4.919
C32 -5.740 -1.693 -3.439
O12 -5.137 -0.909 -2.735
C33 -6.579 -2.766 -2.850
C34 -7.236 -3.627 -3.621
H33 -6.279 -2.438 -6.771
H34 -5.043 -0.819 -5.320
H35 -6.622 -2.799 -1.769
H36 -7.856 -4.418 -3.219
O13 1.606 7.738 1.050
C35 2.203 8.058 0.044
C36 1.818 7.509 -1.281
C37 2.472 7.855 -2.386
C38 3.613 8.806 -2.340
O14 4.209 9.122 -3.345
C39 3.996 9.354 -1.013
C40 3.342 9.007 0.092
H37 0.984 6.817 -1.289
H38 2.214 7.470 -3.364
H39 4.831 10.044 -1.006
H40 3.601 9.392 1.071

***

Which E_tot belongs to each record? In order, -641.87195 -2711.90413 -304.50380 -2386.34847 -736.21765 -1996.63165 -2999.57041 hartree.